Record 1
DFT (wB97M-V/def2-TZVPD) results for a single C5H6 molecule in a non-equilibrium geometry.

```
! wB97M-V def2-TZVPD RIJCOSX def2/J DEFGRID3
* xyz 0 1
C 1.0172 0.2993 -0.5362
C -0.1184 0.9169 -1.1358
C 0.7145 -0.5259 0.4057
C 0.4002 -1.0374 1.5465
C -1.2589 0.3891 -0.6050
H 2.0220 0.1517 -1.1057
H -0.3330 1.4895 -1.9827
H 0.7280 -0.4399 2.3925
H 0.4065 -2.0862 1.7595
H -1.4224 -0.1182 0.3003
H -2.1557 0.9611 -1.0392
*
```

- Max |F|: 0.12351 Eh/bohr
- HOMO-LUMO gap: 9.1 eV
- E_tot: -5277.8701 eV
- Energy above the lowest of the compared OMol25 structures with the same formula, charge and spin: 76.77 kcal/mol
- HOMO energy: -8.5 eV
- SMILES: C=C=CC=C
- LUMO: 0.648 eV

Atom charges from the natural (NBO) analysis, given in e for atoms 1 to 6: number 1, C, carries -0.339; number 2, C, carries -0.234; number 3, C, carries 0.173; number 4, C, carries -0.538; number 5, C, carries -0.375; number 6, H, carries 0.240

---

Record 2
DFT (wB97M-V/def2-TZVPD) results for 10 unconnected molecules or ions with the total composition C56H129N in a non-equilibrium geometry.

```
! wB97M-V def2-TZVPD RIJCOSX def2/J DEFGRID3
* xyz 0 1
C -2.1445 -0.0456 -3.8539
C -1.7978 -1.5159 -3.5279
C -2.3259 -2.5219 -4.5099
C -1.8430 -4.0098 -4.2736
C -2.2200 -5.0073 -5.4120
C -1.9115 -6.4980 -4.9994
H -1.7694 0.5870 -3.0372
H -3.2345 0.1003 -3.9005
H -1.7685 0.2886 -4.8042
H -0.7074 -1.7066 -3.4847
H -2.2152 -1.6122 -2.5012
H -1.9509 -2.2612 -5.4943
H -3.3827 -2.5701 -4.4736
H -0.7329 -4.0063 -4.1197
H -2.2657 -4.3953 -3.3316
H -3.3395 -4.9324 -5.6291
H -1.6277 -4.7719 -6.3139
H -0.8505 -6.6281 -4.8172
H -2.4395 -6.6670 -4.0980
H -2.3261 -7.2363 -5.6751
C -3.8245 3.8357 3.2958
C -4.5605 4.1197 1.9454
C -5.1188 2.7372 1.4127
C -5.9590 2.8713 0.1561
C -6.3970 1.5910 -0.5143
C -5.2401 0.7717 -1.0806
H -3.5386 4.7302 3.8782
H -2.9652 3.2259 3.0659
H -4.4849 3.2784 3.9307
H -5.3815 4.8233 2.0502
H -3.8729 4.4831 1.1043
H -5.8251 2.3083 2.1380
H -4.2462 2.0770 1.2714
H -6.9121 3.4731 0.4112
H -5.4913 3.4947 -0.6071
H -6.9189 1.0347 0.2633
H -7.1695 1.8779 -1.2072
H -4.7632 1.2941 -1.9359
H -4.5035 0.5558 -0.2396
H -5.6509 -0.1738 -1.4410
C -2.5695 -0.3141 4.0911
C -3.8360 -0.5843 3.2636
C -3.5506 -1.3426 1.9416
C -4.7465 -2.0698 1.4260
C -4.4499 -2.7574 0.1176
C -5.6013 -3.6570 -0.3489
H -1.9132 0.4786 3.6821
H -1.9093 -1.1676 4.2005
H -2.9152 -0.0580 5.1006
H -4.5721 -1.1210 3.8999
H -4.2237 0.4054 3.0497
H -2.7195 -1.9930 2.1353
H -3.3279 -0.4921 1.2328
H -5.0305 -2.7794 2.1778
H -5.5901 -1.3577 1.2117
H -4.3440 -2.0347 -0.6602
H -3.5626 -3.3784 0.1754
H -5.3800 -4.2068 -1.2978
H -5.7273 -4.4586 0.4252
H -6.5696 -3.1392 -0.4568
C 2.0653 3.5609 -2.8450
C 2.7277 4.1822 -1.6431
C 2.9563 3.1794 -0.5420
C 3.8777 2.0155 -1.0200
C 4.1675 1.0454 0.1374
C 5.2681 -0.0023 -0.1655
H 2.8101 2.9618 -3.3954
H 1.5733 4.2827 -3.4500
H 1.3495 2.8547 -2.4179
H 3.7336 4.5627 -1.9652
H 2.1381 5.0306 -1.3495
H 1.9826 2.8426 -0.2542
H 3.4275 3.5595 0.3635
H 3.3289 1.4505 -1.7928
H 4.8456 2.4903 -1.3676
H 4.5878 1.6375 0.9694
H 3.2048 0.5735 0.4099
H 5.4955 -0.5301 0.7573
H 4.8032 -0.7356 -0.8495
H 6.1735 0.4613 -0.5209
C 2.2315 -1.5691 6.6957
C 2.7837 -2.6495 5.7229
C 1.6879 -3.0921 4.7227
C 1.4605 -1.9998 3.7057
C 2.6386 -1.6976 2.7184
C 3.1716 -3.0178 2.1521
H 1.9773 -0.6542 6.1303
H 3.0084 -1.2260 7.3670
H 1.3519 -1.9725 7.1753
H 3.6293 -2.1948 5.2080
H 3.3238 -3.3804 6.2004
H 0.7344 -3.2648 5.2333
H 1.8215 -4.0634 4.2324
H 0.5927 -2.2226 3.1094
H 1.1973 -1.0460 4.2175
H 2.2313 -1.0045 1.9378
H 3.4203 -1.1454 3.2326
H 3.9113 -2.8321 1.3494
H 3.8167 -3.5167 2.8699
H 2.5170 -3.7815 1.7851
C -0.6621 3.6498 7.9638
C -0.1750 4.1155 6.5622
C 0.6406 3.0084 5.9535
C 0.9110 3.0949 4.4667
C 1.8464 2.0047 3.8643
C 3.3712 2.2614 3.9903
H -1.4785 4.2878 8.3391
H 0.0971 3.6432 8.7689
H -1.0989 2.6874 7.7992
H -1.0607 4.3888 5.9139
H 0.2849 5.0550 6.7230
H 0.2023 2.0616 6.2318
H 1.5546 2.7886 6.5294
H -0.0787 3.1605 3.9502
H 1.3014 4.0996 4.1951
H 1.5504 1.0332 4.3065
H 1.5881 1.9046 2.8358
H 3.7868 2.2581 5.0050
H 3.8042 1.3689 3.4630
H 3.7158 3.2175 3.5734
C 7.2672 0.9886 -3.5191
C 6.9201 0.1574 -4.7379
C 5.4936 -0.3288 -4.8513
C 5.0524 -1.2551 -3.6848
C 3.7895 -2.0731 -3.8211
C 2.6284 -1.1508 -3.9312
H 7.0350 0.5016 -2.5584
H 6.6125 1.8243 -3.4597
H 8.2779 1.3211 -3.4013
H 7.1094 0.7498 -5.6563
H 7.6050 -0.6902 -4.8483
H 5.3145 -0.8839 -5.7789
H 4.8959 0.6096 -4.8707
H 5.8562 -1.9267 -3.5189
H 4.9167 -0.7536 -2.7630
H 3.8355 -2.7205 -4.6680
H 3.6542 -2.6920 -2.8969
H 1.6910 -1.7163 -4.1962
H 2.4506 -0.5200 -3.1085
H 2.7290 -0.4356 -4.7824
C -0.5125 0.7478 -0.3341
C 0.4374 -0.3857 -0.7186
C 0.0445 -1.7047 -0.1366
C 0.9341 -2.8085 -0.6555
C 0.4934 -4.2330 -0.4021
C 1.4520 -5.2267 -1.0569
H -1.5607 0.6238 -0.6428
H -0.0045 1.5884 -0.8861
H -0.4417 0.9748 0.7167
H 0.4368 -0.4054 -1.8509
H 1.4534 -0.1963 -0.4700
H -1.0387 -1.9164 -0.2972
H 0.2808 -1.6418 0.9462
H 0.9929 -2.6405 -1.7521
H 1.9895 -2.6158 -0.3135
H 0.4536 -4.4239 0.7083
H -0.5299 -4.5062 -0.7337
H 2.3915 -5.1273 -0.5105
H 1.0861 -6.2061 -1.0290
H 1.5638 -4.9483 -2.0822
C -4.7536 3.2185 -4.4912
C -4.1835 4.2932 -3.6248
C -3.0069 3.8031 -2.8201
C -2.3724 4.8016 -1.8888
C -1.3973 4.1147 -0.9446
C -0.5722 5.1327 -0.1173
H -4.0507 2.9028 -5.2716
H -5.6852 3.5809 -4.9420
H -5.0875 2.2944 -3.9434
H -3.8851 5.1835 -4.2117
H -4.9442 4.6338 -2.9415
H -2.2062 3.5709 -3.5466
H -3.2687 2.8388 -2.3346
H -1.8597 5.6362 -2.3662
H -3.1496 5.3117 -1.2961
H -1.9209 3.3756 -0.3402
H -0.6620 3.5230 -1.5390
H 0.2937 4.7174 0.3739
H -0.1659 5.8777 -0.8143
H -1.1973 5.6233 0.6277
C 4.7245 -6.9030 -0.3335
C 5.1392 -5.5570 0.0818
N 5.3641 -4.4130 0.2546
H 3.6916 -6.8369 -0.6253
H 4.8532 -7.6042 0.4631
H 5.3374 -7.2275 -1.1222
*
```

- Max |F|: 0.07013 Eh/bohr
- HOMO-LUMO gap: 11.2 eV
- E_tot: -61653.3899 eV
- HOMO energy: -10.5 eV
- SMILES: CCCCCC.CCCCCC.CCCCCC.CCCCCC.CCCCCC.CCCCCC.CCCCCC.CCCCCC.CCCCCC.CC#N
- LUMO: 0.630 eV

Atom charges from the Löwdin analysis, given in e for atoms 1 to 6: number 1, C, carries -0.095; number 2, C, carries -0.271; number 3, C, carries -0.220; number 4, C, carries -0.217; number 5, C, carries -0.251; number 6, C, carries -0.112

---

Record 3
DFT (wB97M-V/def2-TZVPD) results for 5 unconnected molecules or ions with the total composition C27H53F6N2O5 in a non-equilibrium geometry.

```
! wB97M-V def2-TZVPD RIJCOSX def2/J DEFGRID3
* xyz 1 1
C -142.6591 98.6618 25.5838
C -143.7190 99.2842 24.5603
C -143.1261 99.6473 23.2733
N -144.1740 100.4159 22.2764
C -144.3523 101.7237 22.7476
C -145.2513 102.6570 21.9806
C -144.5603 102.6669 20.5549
C -144.2831 101.2430 19.9227
C -143.4048 100.5598 20.9402
C -145.3670 99.5493 22.1618
H -142.2485 97.8045 25.1134
H -143.1191 98.4753 26.6440
H -141.9516 99.4726 25.5267
H -144.1258 100.1509 25.1076
H -144.4624 98.6075 24.1537
H -142.8830 98.8576 22.7366
H -142.1486 100.0214 23.4831
H -143.7785 102.2720 23.1661
H -144.8433 101.5722 23.7375
H -145.7111 103.6904 22.3410
H -146.2668 102.2673 21.9560
H -143.6934 103.3946 20.6110
H -145.1965 103.2006 19.8224
H -143.7002 101.5076 19.0416
H -145.0914 100.8827 19.7068
H -142.4840 101.1346 21.3362
H -143.1356 99.4650 20.7482
H -145.0245 98.4176 22.2464
H -146.0614 99.5260 21.2587
H -146.2075 99.7591 22.9098
C -140.8981 95.2617 19.6062
C -139.9108 96.1119 18.8061
C -140.7122 97.4392 18.4678
N -139.8762 98.5254 17.7974
C -139.4369 97.9754 16.4726
C -138.6890 98.9325 15.4182
C -139.5193 100.2189 15.2248
C -139.9362 100.8219 16.6070
C -140.5720 99.7089 17.6189
C -138.6798 98.8542 18.7019
H -141.1731 95.7256 20.6378
H -140.5516 94.3819 19.9419
H -141.9129 95.1753 18.9119
H -139.6556 95.5150 17.8112
H -139.1528 96.2212 19.3777
H -141.0898 98.0219 19.4099
H -141.7292 97.3009 18.0732
H -140.4150 97.6516 15.7922
H -138.8433 97.1838 16.5009
H -138.6216 98.5158 14.4969
H -137.7037 99.2183 15.7852
H -140.4885 99.8165 14.7942
H -138.9564 100.8225 14.4400
H -140.6637 101.4908 16.6368
H -138.9693 101.3042 17.3136
H -141.4782 99.5622 17.2341
H -140.8039 100.0701 18.5722
H -138.1703 97.8812 19.2603
H -138.7406 99.5006 19.5809
H -137.8691 99.4534 18.1383
C -139.9273 98.4707 22.0356
O -140.5897 99.7048 21.7884
H -140.5545 97.8568 22.3155
H -138.9882 98.7102 22.7254
H -139.2733 98.0177 21.2602
C -137.7048 100.4003 25.2003
C -139.2007 100.9374 24.7344
O -139.5982 101.6261 25.8253
C -140.7750 102.2413 25.9370
O -141.6246 102.2175 25.0012
C -141.0700 102.7602 27.3526
F -141.8504 103.8391 27.4482
F -141.4918 101.8656 28.2037
F -139.8471 103.0512 27.8759
H -137.7101 99.8073 26.0325
H -137.0887 101.2713 25.5571
H -137.2980 99.8054 24.1509
H -139.8274 100.0714 24.2502
H -139.2197 101.6257 23.9875
C -136.3881 97.2506 24.8755
C -136.6444 97.1247 23.4274
O -135.4354 96.6206 22.9014
C -135.3078 96.3346 21.5523
O -136.1647 96.4749 20.6234
C -133.8910 95.6607 21.2618
F -133.8536 94.6567 22.0677
F -133.8834 95.1761 19.9132
F -132.8565 96.4123 21.4018
H -137.3910 97.5744 25.2250
H -135.5490 97.9737 25.3537
H -136.2583 96.3452 25.1508
H -136.9046 98.0863 22.9040
H -137.4071 96.4415 23.2760
*
```

- Max |F|: 0.24171 Eh/bohr
- HOMO-LUMO gap: 7.0 eV
- E_tot: -58359.3001 eV
- Energy above the lowest of the compared OMol25 structures with the same formula, charge and spin: 107.47 kcal/mol
- HOMO energy: -9.0 eV
- LUMO: -2.005 eV

Atom charges from the Löwdin analysis, given in e for atoms 1 to 6: number 1, C, carries -0.028; number 2, C, carries -0.226; number 3, C, carries -0.128; number 4, N, carries -0.203; number 5, C, carries -0.214; number 6, C, carries -0.128

---

Record 4
DFT (wB97M-V/def2-TZVPD) results for a single C4H10N2S molecule in a non-equilibrium geometry.

```
! wB97M-V def2-TZVPD RIJCOSX def2/J DEFGRID3
* xyz 0 1
C -3.1005 0.7567 0.5417
C -1.0323 -0.8226 -0.6044
C 1.8592 -1.1236 0.5838
C 1.8974 0.9577 -0.6729
H -2.9350 0.6065 1.6338
H -4.1649 1.0047 0.4153
H -2.5225 1.6196 0.1869
H -0.6699 -1.7294 -1.0922
H 2.7626 -1.5339 0.0713
H 2.1135 -0.5931 1.5119
H 1.2695 -2.0028 0.7672
H 1.4827 1.4881 -1.5350
H 1.9649 1.6211 0.1729
H 2.9151 0.6221 -0.9768
N -0.2206 0.0411 -0.1548
N 1.1477 -0.2417 -0.3219
S -2.7669 -0.6704 -0.5267
*
```

- Max |F|: 0.04037 Eh/bohr
- HOMO-LUMO gap: 8.6 eV
- E_tot: -18123.6976 eV
- Energy above the lowest of the compared OMol25 structures with the same formula, charge and spin: 43.52 kcal/mol
- HOMO energy: -7.7 eV
- SMILES: CS/C=N/N(C)C
- LUMO: 0.932 eV

Atom charges from the natural (NBO) analysis, given in e for atoms 1 to 6: number 1, C, carries -0.752; number 2, C, carries -0.079; number 3, C, carries -0.417; number 4, C, carries -0.404; number 5, H, carries 0.229; number 6, H, carries 0.232

---

Please write out number 4 again, unchanged.
DFT (wB97M-V/def2-TZVPD) results for a single C4H10N2S molecule in a non-equilibrium geometry.

```
! wB97M-V def2-TZVPD RIJCOSX def2/J DEFGRID3
* xyz 0 1
C -3.1005 0.7567 0.5417
C -1.0323 -0.8226 -0.6044
C 1.8592 -1.1236 0.5838
C 1.8974 0.9577 -0.6729
H -2.9350 0.6065 1.6338
H -4.1649 1.0047 0.4153
H -2.5225 1.6196 0.1869
H -0.6699 -1.7294 -1.0922
H 2.7626 -1.5339 0.0713
H 2.1135 -0.5931 1.5119
H 1.2695 -2.0028 0.7672
H 1.4827 1.4881 -1.5350
H 1.9649 1.6211 0.1729
H 2.9151 0.6221 -0.9768
N -0.2206 0.0411 -0.1548
N 1.1477 -0.2417 -0.3219
S -2.7669 -0.6704 -0.5267
*
```

- Max |F|: 0.04037 Eh/bohr
- HOMO-LUMO gap: 8.6 eV
- E_tot: -18123.6976 eV
- Energy above the lowest of the compared OMol25 structures with the same formula, charge and spin: 43.52 kcal/mol
- HOMO energy: -7.7 eV
- SMILES: CS/C=N/N(C)C
- LUMO: 0.932 eV

Atom charges from the natural (NBO) analysis, given in e for atoms 1 to 6: number 1, C, carries -0.752; number 2, C, carries -0.079; number 3, C, carries -0.417; number 4, C, carries -0.404; number 5, H, carries 0.229; number 6, H, carries 0.232